Density functional theory data (ωB97M-V with the def2-TZVPD basis set) for a single C18H20O6 molecule at a distorted geometry.

As for the structure (SMILES): COc1ccccc1OCc1ccc(C(=O)OC[C@H]2CCCO2)o1. The spin multiplicity is 1. Its total charge is 0. The gap between HOMO and LUMO comes out at 9.0 eV. As for the HOMO energy: -8.27 eV. The calculation puts the LUMO energy at 0.69 eV. Its relative energy (zero: lowest compared OMol25 entry of this formula, charge and spin) is 58.0 kcal per mole.

Bonds (Å) are listed after each position.
Cartesian coordinates (Å):
1 C -6.89053 0.24074 1.26425  O2 1.405, H25 1.095, H26 1.089, H27 1.095
2 O -5.69372 -0.24785 0.71295  C1 1.405, C3 1.362
3 C -4.84242 0.63927 0.12651  O2 1.362, C4 1.384, C8 1.412
4 C -5.04365 2.00663 0.04542  C3 1.384, C5 1.389, H28 1.078
5 C -4.10472 2.82098 -0.57380  C4 1.389, C6 1.377, H29 1.079
6 C -2.96214 2.27316 -1.11322  C5 1.377, C7 1.389, H30 1.079
7 C -2.74468 0.90310 -1.04073  C6 1.389, C8 1.383, H31 1.078
8 C -3.67135 0.07902 -0.42927  C3 1.412, C7 1.383, O9 1.370
9 O -3.56833 -1.28161 -0.30853  C8 1.370, C10 1.403
10 C -2.42668 -1.91773 -0.81908  O9 1.403, C11 1.498, H32 1.099, H33 1.097
11 C -1.17780 -1.56106 -0.07198  C10 1.498, C12 1.371, O24 1.339
12 C -0.99794 -1.13830 1.21942  C11 1.371, C13 1.407, H34 1.070
13 C 0.38819 -0.95866 1.37906  C12 1.407, C14 1.375, H35 1.070
14 C 0.96010 -1.28666 0.17270  C13 1.375, C15 1.463, O24 1.354
15 C 2.35705 -1.29999 -0.26290  C14 1.463, O16 1.205, O17 1.347
16 O 2.74147 -1.60710 -1.36235  C15 1.205
17 O 3.16692 -0.92614 0.74620  C15 1.347, C18 1.423
18 C 4.56005 -0.89366 0.45969  O17 1.423, C19 1.540, H36 1.092, H37 1.094
19 C 4.95756 0.35647 -0.34796  C18 1.540, C20 1.543, O23 1.416, H38 1.095
20 C 4.47164 1.65289 0.33413  C19 1.543, C21 1.531, H39 1.088, H40 1.090
21 C 5.74745 2.48641 0.47753  C20 1.531, C22 1.528, H41 1.087, H42 1.090
22 C 6.82699 1.40508 0.47324  C21 1.528, O23 1.413, H43 1.090, H44 1.100
23 O 6.36823 0.43398 -0.44469  C19 1.416, C22 1.413
24 O -0.00289 -1.64842 -0.70737  C11 1.339, C14 1.354
25 H -6.70168 0.94561 2.08118  C1 1.095
26 H -7.40998 -0.63214 1.65658  C1 1.089
27 H -7.51713 0.72343 0.50681  C1 1.095
28 H -5.93168 2.45365 0.46276  C4 1.078
29 H -4.27922 3.88463 -0.62694  C5 1.079
30 H -2.22835 2.90056 -1.59501  C6 1.079
31 H -1.84265 0.49546 -1.46792  C7 1.078
32 H -2.28321 -1.70774 -1.88854  C10 1.099
33 H -2.63479 -2.98840 -0.70579  C10 1.097
34 H -1.76644 -0.97702 1.94671  C12 1.070
35 H 0.90864 -0.63507 2.25616  C13 1.070
36 H 5.05708 -0.88649 1.43164  C18 1.092
37 H 4.84860 -1.78835 -0.10018  C18 1.094
38 H 4.56847 0.25110 -1.36608  C19 1.095
39 H 3.71174 2.15793 -0.25778  C20 1.088
40 H 4.04651 1.41799 1.31038  C20 1.090
41 H 5.76218 3.08804 1.38306  C21 1.087
42 H 5.87594 3.13826 -0.38645  C21 1.090
43 H 7.79963 1.75192 0.12367  C22 1.090
44 H 6.94152 0.96642 1.47556  C22 1.100

Mulliken atomic charge list, values in e, 5 entries: atom 1 (C): -0.9772, atom 2 (O): -0.3830, atom 3 (C): 0.6799, atom 4 (C): -0.4053, atom 5 (C): -0.7444